(1)
A structure of composition C20H46OOsP4. Source: OMol25; level of theory: ωB97M-V/def2-TZVPD.

```
72
Properties=species:S:1:pos:R:3:forces:R:3
Os -0.51352 -0.44732 0.20637 -0.379 -0.505 0.678
P 0.74542 0.15655 2.05896 1.883 1.256 2.845
P -0.77996 1.59476 -0.78771 -0.416 2.161 -2.572
P 1.45006 -0.79748 -1.12955 0.972 0.007 -0.582
H -2.46661 -2.19140 -0.04775 1.337 -0.515 0.022
C -1.35561 -2.42551 0.02794 -1.890 -0.507 -1.193
C -0.78223 -2.70224 1.26259 0.662 0.101 0.884
H -0.76301 -2.16658 2.22393 -0.856 0.027 -0.518
C -0.04314 0.30053 3.71212 -0.118 -0.138 -0.017
C 1.49560 1.82405 1.91532 -0.110 0.060 -0.021
C 2.18751 -0.91571 2.43166 -0.098 -0.068 -0.155
C -1.72137 1.33106 -2.32661 -0.179 -0.280 -0.190
C -1.66895 3.00386 -0.06370 -0.452 0.219 0.838
C 0.60554 2.61427 -1.44129 0.772 -0.523 -0.122
C 2.32012 -2.36591 -0.85317 -0.382 -0.200 0.043
C 2.87611 0.35059 -1.15733 -0.046 0.055 0.131
C 0.86299 -0.90735 -2.85716 0.142 -0.179 -0.044
H -1.01131 -3.12859 -0.75447 -0.590 0.549 0.238
H -0.24023 -3.61737 1.38680 0.848 -0.245 -0.270
H -0.38993 -0.66297 4.09759 0.045 0.091 -0.098
H -0.86563 1.01411 3.72568 -0.062 -0.054 -0.112
H 0.71239 0.68123 4.41166 -0.005 -0.120 -0.221
H 0.72243 2.57088 1.69488 0.253 -0.097 0.092
H 2.27480 1.85064 1.14965 -0.240 0.098 0.213
H 1.95243 2.06697 2.88530 -0.103 -0.068 -0.215
H 1.94776 -1.96512 2.24838 0.145 0.065 0.030
H 2.44235 -0.80522 3.49269 -0.044 0.088 -0.194
H 3.05256 -0.61046 1.83126 -0.168 -0.167 0.063
H -1.58414 2.22959 -2.93688 -0.159 -0.078 0.014
H -2.78259 1.19763 -2.09935 0.160 0.103 -0.126
H -1.37605 0.46064 -2.89938 -0.110 0.328 0.196
H -1.35301 3.90558 -0.60738 -0.153 -0.383 0.217
H -1.42596 3.14860 0.99654 -0.107 0.089 -0.291
H -2.75539 2.93662 -0.17451 0.223 -0.159 0.065
H 1.04303 2.20190 -2.36924 -0.220 0.187 0.537
H 1.38679 2.79088 -0.69655 -0.049 -0.063 -0.214
H 0.17021 3.59044 -1.67083 0.098 -0.286 -0.167
H 3.37762 -2.21826 -1.06528 -0.021 -0.159 0.000
H 1.91039 -3.08473 -1.56565 0.163 -0.030 0.196
H 2.20064 -2.72548 0.17032 0.080 -0.064 -0.161
H 3.76359 -0.25446 -1.37701 -0.195 0.281 -0.091
H 3.03258 0.81822 -0.18039 0.046 -0.072 -0.373
H 2.74849 1.11041 -1.92891 0.155 -0.060 0.202
H 1.58856 -1.51889 -3.40365 -0.057 0.175 -0.086
H 0.80320 0.08027 -3.32264 0.028 -0.171 0.061
H -0.11688 -1.39592 -2.91497 0.216 0.059 0.008
C 2.03643 -5.73479 0.13483 0.496 0.746 3.041
C 1.04334 -5.26249 -0.72124 -0.997 0.022 -2.368
C 1.01154 -5.75894 -2.01493 -1.463 1.625 1.482
C 1.88516 -6.77050 -2.36772 0.688 -0.699 -0.910
C 2.78679 -7.32789 -1.45121 0.986 -0.567 1.543
C 2.85619 -6.83244 -0.15905 0.889 -0.769 -1.327
O 2.26287 -5.05139 1.32654 0.723 -0.447 -2.753
H 1.65267 -5.27727 2.00135 -1.088 -0.556 1.367
H 0.35124 -4.46804 -0.44923 0.428 -0.370 0.198
H 0.30014 -5.35668 -2.73707 0.186 -0.234 0.136
H 1.90044 -7.11045 -3.38592 -0.035 -0.261 -0.350
H 3.45376 -8.13946 -1.75513 -0.299 0.237 0.048
H 3.58678 -7.21686 0.56196 -0.390 0.254 -0.199
C -3.26726 1.46698 2.11784 0.148 0.400 -0.025
P -2.68841 -0.07211 1.29147 -1.124 0.835 1.534
C -3.13970 -1.21616 2.66260 0.368 -0.808 -0.464
C -3.89948 -0.28876 -0.07393 0.255 -0.137 0.192
H -2.46813 2.06714 2.57087 -0.247 -0.167 -0.171
H -3.96261 1.18642 2.92131 0.196 -0.010 -0.290
H -3.81791 2.07445 1.39331 0.166 -0.005 0.307
H -4.19115 -1.07685 2.94294 0.158 -0.082 -0.320
H -2.95686 -2.24135 2.31857 -0.505 0.043 0.283
H -2.55196 -1.08990 3.58074 -0.001 0.322 -0.355
H -3.37509 -0.64867 -0.96457 -0.378 0.067 0.031
H -4.63263 -1.03173 0.25382 -0.173 0.203 -0.216
H -4.37083 0.68291 -0.28222 -0.008 -0.449 0.047
```
Positions in Å, forces in eV/Å.

Properties
- 2S+1: 5
- Energy: -63112.7570 eV
- Total charge: +4
- Orbital gap (alpha / beta): 7.24 / 6.20 eV
- E_HOMO (alpha / beta): -19.67 / -21.35 eV

(2)
A structure of composition C20H47InNO4. Source: OMol25; level of theory: ωB97M-V/def2-TZVPD.

```
73
Properties=species:S:1:pos:R:3:forces:R:3
C -3.06954 5.20147 3.08838 -0.671 -0.607 -0.268
C -4.09105 5.44009 1.80319 -4.269 3.309 0.121
O -5.21442 6.13291 2.02972 6.597 -4.396 -1.522
O -3.75867 4.94096 0.44162 -0.653 1.788 3.849
C -2.72557 5.80378 -0.17275 1.328 1.223 0.142
In -1.20899 4.54647 -1.37882 0.172 0.860 0.696
O -2.02247 3.76583 -3.14834 0.796 -2.384 -0.390
C -1.48055 2.43012 -3.47100 -0.325 0.791 0.705
C -2.65918 1.24510 -3.42482 -0.223 0.783 -1.702
N -2.09826 -0.13074 -3.14050 -0.927 0.460 0.922
C -2.30262 -0.56713 -1.70622 1.121 -0.913 0.857
C -1.35569 0.37201 -0.69695 0.530 -0.521 -1.353
C 0.21907 0.04449 -1.15393 -1.135 -0.210 -0.109
O -1.51503 -0.04221 0.73636 1.739 0.616 -1.482
H -2.09402 5.84288 3.00482 -1.835 -1.487 -0.117
H -2.86225 4.03674 3.15793 -0.086 2.542 -0.289
H -3.62014 5.51894 4.07876 0.889 -0.529 -2.258
H -2.10242 6.30309 0.71070 -1.183 -0.804 -1.917
H -3.15218 6.65608 -0.85800 0.223 -1.483 1.677
H 0.17068 5.69371 -1.71107 -0.409 -0.254 -0.133
H -0.55732 3.31569 -0.23868 -0.259 0.008 -0.396
H -1.00643 2.44347 -4.54675 -0.861 -0.151 1.890
H -0.62894 2.21310 -2.69525 -1.469 -0.179 -1.554
H -3.09794 1.22647 -4.53520 0.813 0.015 2.350
H -3.56546 1.55830 -2.73973 1.943 -0.553 -1.011
H -2.40151 -0.84877 -3.83451 0.096 0.999 1.169
H -3.41923 -0.62780 -1.35937 1.896 0.412 -0.551
H -1.84219 -1.66368 -1.60105 -1.091 2.203 -0.217
H -1.63163 1.51654 -0.83885 0.712 -2.496 0.496
H 0.91752 0.61061 -0.40463 -1.048 -1.127 -1.546
H 0.41907 0.33212 -2.28458 -0.433 -0.370 2.578
H 0.33465 -1.13953 -1.10147 -0.055 2.518 0.183
H -0.59451 0.05825 1.13794 -1.895 -0.103 -0.853
C 1.40254 -3.91320 -3.35945 0.071 -0.010 -0.203
C -0.00864 -4.32226 -2.96659 -0.075 0.158 0.131
C -0.18651 -4.50327 -1.45691 -0.128 -0.082 0.002
C 0.66520 -5.61115 -0.82532 0.128 0.052 -0.054
C 0.46474 -7.00903 -1.41771 0.096 0.080 0.137
C -0.94876 -7.54021 -1.23773 -0.069 -0.144 -0.156
H 2.13562 -4.67850 -3.08907 -0.019 0.073 -0.007
H 1.46302 -3.76440 -4.44251 0.077 0.025 0.131
H 1.68609 -2.97469 -2.87294 0.000 -0.091 -0.029
H -0.28942 -5.23564 -3.50010 -0.021 -0.013 0.046
H -0.70289 -3.54383 -3.30608 0.036 -0.101 0.053
H -1.24551 -4.69526 -1.24903 0.081 0.031 0.023
H 0.05116 -3.55728 -0.95520 -0.037 -0.070 -0.055
H 0.44370 -5.64555 0.24899 0.017 -0.018 -0.092
H 1.72597 -5.34539 -0.90437 -0.089 0.003 0.012
H 1.16134 -7.69758 -0.92511 -0.012 0.069 -0.072
H 0.72903 -7.01604 -2.48086 -0.001 0.044 0.065
H -1.21576 -7.58431 -0.17791 -0.031 0.035 -0.073
H -1.02501 -8.55121 -1.64942 -0.084 0.072 0.070
H -1.68358 -6.91631 -1.75459 0.040 -0.057 0.087
C 1.38673 2.96658 2.25348 -0.001 0.086 0.046
C 2.88349 2.75194 2.41704 0.027 -0.042 -0.144
C 3.32107 1.31200 2.13664 0.134 0.022 0.075
C 2.73206 0.25362 3.07719 -0.118 0.040 -0.044
C 3.01599 0.47052 4.56632 -0.104 -0.114 -0.103
C 4.49706 0.42399 4.90802 0.060 0.121 0.173
H 0.81184 2.36460 2.96293 -0.007 0.027 -0.039
H 1.13605 4.01747 2.43124 -0.088 -0.156 -0.108
H 1.06443 2.70897 1.23975 -0.062 0.096 0.139
H 3.19234 3.06021 3.42069 0.073 -0.053 0.012
H 3.40769 3.41534 1.71824 -0.014 -0.083 0.098
H 4.41550 1.26421 2.17502 -0.051 -0.048 -0.009
H 3.04511 1.05077 1.10771 0.006 0.045 0.072
H 3.12406 -0.72743 2.78008 -0.030 0.055 0.049
H 1.64677 0.19957 2.93117 0.085 0.016 -0.001
H 2.50213 -0.31334 5.13510 -0.007 0.091 -0.049
H 2.58928 1.42168 4.90308 0.009 -0.061 -0.074
H 4.93256 -0.53740 4.62076 0.018 0.072 -0.013
H 4.63782 0.55204 5.98562 0.084 -0.031 -0.093
H 5.05289 1.22042 4.40490 -0.021 -0.098 0.031
```
Positions in Å, forces in eV/Å.

Properties
- 2S+1: 1
- Energy: -36351.2948 eV
- Total charge: -1
- Orbital gap: 7.31 eV
- E_HOMO: -4.87 eV

(3)
A cluster of 10 separate species, C20H48F6N8O15PS2 in total. Source: OMol25; level of theory: ωB97M-V/def2-TZVPD.

```
100
Properties=species:S:1:pos:R:3:forces:R:3
P 0.96016 0.24786 0.12241 -0.426 -1.001 1.551
F 0.14424 0.73540 -1.18485 0.766 -0.497 -0.026
F 2.33812 0.94858 -0.36208 -0.401 0.371 -0.831
F 0.50008 1.56435 0.91876 0.104 0.767 -0.149
F 1.83584 -0.15635 1.39620 -0.386 -0.511 2.011
F -0.44425 -0.44130 0.68901 0.940 -0.228 -0.305
F 1.44056 -1.17518 -0.45690 -0.823 0.162 -1.437
C -0.98128 0.26168 -4.37312 2.935 2.389 0.205
O -0.07185 1.07344 -4.42398 1.240 1.520 0.997
N -1.55691 -0.18107 -3.33530 -1.646 -0.839 5.257
N -1.38832 -0.24360 -5.43994 -2.050 -2.935 -7.418
H -1.23436 0.31977 -2.51968 -0.671 -0.729 0.721
H -2.30809 -0.85352 -3.39572 0.206 0.431 0.571
H -2.05950 -0.99590 -5.50042 0.290 0.191 -0.139
H -0.77816 -0.04335 -6.21951 -0.466 -0.263 -0.223
C 1.67047 4.86628 0.49682 -0.419 0.691 -0.689
O 1.78831 5.98879 0.15265 0.514 4.811 -0.982
N 1.97702 3.86720 -0.26485 1.224 -3.382 -2.281
N 1.11632 4.46903 1.59645 -2.064 -1.828 4.552
H 2.52212 4.04314 -1.09672 0.266 -0.318 0.169
H 1.95127 2.97008 0.19842 0.452 0.011 -1.055
H 0.96536 3.47103 1.63284 -0.382 0.352 0.645
H 0.56668 5.04047 2.22212 0.393 0.084 -0.453
C 5.02123 2.37459 1.68543 2.110 0.897 2.923
O 6.01229 2.89220 2.16939 0.857 1.257 1.522
N 5.00954 2.03220 0.48702 0.284 -1.509 -7.290
N 3.95957 2.00306 2.32700 -2.858 -0.324 3.981
H 4.22833 1.49832 0.13376 0.484 0.419 -0.621
H 5.72603 2.49384 -0.05486 -0.420 -0.560 -0.577
H 4.03549 2.23503 3.30707 -0.702 -0.280 -0.067
H 3.11383 1.61678 1.93253 0.337 0.079 0.173
C 2.77538 2.93187 -3.26704 -0.603 1.903 0.335
O 3.76634 3.45068 -2.82921 3.068 0.654 0.516
N 2.23975 1.84469 -2.85662 0.085 -5.208 2.447
N 1.93572 3.52200 -4.07632 -2.140 2.581 -3.115
H 1.27071 1.58268 -2.96786 0.333 -0.071 -0.432
H 2.80803 1.30202 -2.22206 -0.484 0.145 -0.133
H 2.12147 4.45215 -4.42336 -0.156 -0.244 0.323
H 0.99370 3.15837 -4.05403 0.079 0.370 -0.673
C 0.57969 -2.84885 3.36891 0.770 -1.233 0.455
C 1.02066 -4.15779 2.56257 -0.006 0.654 1.098
O 1.07958 -5.16343 3.59599 1.284 -1.228 1.097
S 1.50595 -4.59687 5.10955 0.062 2.173 -2.511
O 2.93277 -4.18251 5.09985 -3.752 -1.063 0.184
O 0.94253 -5.38842 6.18335 0.896 1.174 -2.031
O 0.45535 -3.30871 4.77349 0.895 -0.446 0.530
H -0.36741 -2.47199 2.98279 -0.102 -0.105 0.560
H 1.30382 -2.03588 3.42183 0.128 -0.268 -0.607
H 1.93876 -4.05207 1.98462 0.422 0.141 0.664
H 0.33094 -4.55945 1.82025 -0.575 0.305 0.424
C 0.71526 -3.31683 -3.39612 2.154 -0.036 -0.217
C -0.61769 -3.99989 -3.54519 0.467 0.968 1.226
O -0.68103 -4.43968 -4.86724 -0.261 -0.883 -1.908
S 0.81268 -4.55268 -5.54136 0.268 -2.161 1.698
O 0.76029 -4.50484 -6.99022 -0.116 0.963 2.582
O 1.45429 -5.74868 -4.93650 -1.141 3.048 -1.230
O 1.25931 -3.18101 -4.74529 0.063 -1.006 -1.489
H 1.46625 -3.91777 -2.88328 -0.220 0.112 0.391
H 0.64390 -2.31613 -2.96996 0.167 -0.087 -0.142
H -1.28053 -3.16354 -3.32318 -1.000 -0.693 -0.577
H -0.71717 -4.78192 -2.79245 -0.319 -0.102 -0.383
C -1.73197 0.30021 6.16718 -1.630 -0.387 0.959
C -1.69236 -0.26553 4.75436 0.417 0.568 0.407
C -0.56173 0.55351 4.18325 0.642 2.240 -0.082
O -0.12083 1.55243 5.24112 0.699 -0.858 -1.008
C -1.22301 1.71022 6.10514 -0.207 -0.777 -0.972
H -1.10953 -0.35433 6.77728 -0.054 0.331 0.387
H -2.75575 0.35484 6.53731 -0.097 -0.569 0.361
H -2.59059 -0.00456 4.19474 -0.127 -0.542 0.091
H -1.46790 -1.33077 4.80900 -0.330 0.033 -0.321
H -0.93841 1.19074 3.38314 -0.030 -0.044 -0.184
H 0.28888 0.03377 3.74229 0.212 0.057 0.624
H -1.96950 2.34872 5.63275 -0.340 0.186 -0.247
H -1.05063 2.17141 7.07760 0.862 -0.198 -0.079
C -1.29764 4.57386 -2.20129 -0.455 1.134 0.991
C -1.88331 3.19227 -2.37773 -0.150 -0.655 0.747
C -2.09600 2.78807 -0.92991 2.037 1.511 0.299
O -2.56275 4.00086 -0.28349 -1.069 0.516 0.536
C -2.07892 5.18224 -0.97570 0.366 -1.666 -1.900
H -1.38926 5.32517 -2.98567 0.299 -0.465 -0.455
H -0.27752 4.50741 -1.82306 0.259 -0.174 -0.570
H -1.22467 2.44087 -2.81327 0.025 0.398 -0.478
H -2.88620 3.11933 -2.79844 0.110 0.424 -0.665
H -1.13619 2.64185 -0.43444 0.173 -0.501 -0.276
H -2.62822 1.84033 -0.84839 -0.974 0.571 0.567
H -1.38171 5.86707 -0.49299 -0.066 -0.531 1.013
H -2.88348 5.81114 -1.35686 -0.567 -0.289 0.295
C -3.52065 -4.15063 0.81257 -0.022 -1.241 2.920
C -3.09609 -2.74758 0.52442 0.285 1.111 -0.290
C -2.76142 -2.80950 -0.95298 0.288 -0.051 -0.551
O -2.72423 -4.19703 -1.29311 -0.076 -0.782 -1.020
C -2.79176 -5.03854 -0.13109 0.193 1.147 -0.513
H -4.58722 -4.36156 0.89021 -0.101 0.424 -0.513
H -3.13361 -4.40931 1.79815 -0.280 -0.036 0.438
H -2.16876 -2.40209 0.98135 0.041 -0.569 0.595
H -3.82367 -2.01051 0.86421 -0.204 0.000 -0.512
H -1.77721 -2.40076 -1.18182 0.262 0.183 0.321
H -3.43249 -2.25225 -1.60660 -0.527 -0.380 -0.099
H -1.80197 -5.23724 0.27994 0.427 0.021 -0.225
H -3.24116 -6.01246 -0.32502 -0.242 0.278 -0.411
```
Positions in Å, forces in eV/Å.

Properties
- 2S+1: 1
- Energy: -111421.6504 eV
- Total charge: -1
- Orbital gap: 8.54 eV
- E_HOMO: -6.87 eV